[1]
This record from the OMol25 dataset describes a structure of composition C18H16BrIN6Pd. The level of theory is wB97M-V/def2-TZVPD.

Computed properties:
* LUMO energy: 0.019 Ha
* DFT total energy: -109488.06913 eV

Geometry (Å):
Pd -0.4059 0.1140 0.3443
N -0.7159 -2.2311 3.1284
C 0.5523 -1.6539 3.1603
C 1.4135 -2.0517 4.1940
C 2.6491 -1.4579 4.2883
C 3.0115 -0.4833 3.3610
C 2.0977 -0.1646 2.3813
N 0.8903 -0.7374 2.2697
C -1.7385 -2.1622 2.1838
C -3.0444 -2.4150 2.6202
C -4.0621 -2.4062 1.6934
C -3.7676 -2.1542 0.3572
C -2.4488 -1.9267 0.0243
N -1.4429 -1.9207 0.9135
H -0.9779 -2.6850 3.9854
H 1.1036 -2.8151 4.8968
H 3.3301 -1.7499 5.0775
H 3.9689 0.0152 3.4002
H 2.3170 0.5950 1.6396
H -3.2416 -2.6083 3.6671
H -5.0802 -2.5976 2.0078
H -4.5355 -2.1422 -0.4026
H -2.1527 -1.7645 -1.0044
Br 1.7706 4.2260 2.2006
C 0.3448 3.2794 1.3904
C -0.8504 3.0686 2.0922
C -1.8312 2.3501 1.4658
C -1.6350 1.8789 0.1375
N -0.4769 2.1146 -0.5415
C 0.5062 2.7787 0.1281
H -0.9802 3.4499 3.0953
H -2.7781 2.1637 1.9561
H -2.4886 1.5734 -0.4562
H 1.4335 2.9204 -0.4125
I 0.9525 -4.6336 -1.8509
C 0.9172 -2.5871 -1.9976
C 0.2080 -1.8280 -2.8981
N 0.4568 -0.5448 -2.5770
N 1.2688 -0.4131 -1.5196
C 1.5646 -1.6574 -1.1640
H -0.4400 -2.1060 -3.7117
H 0.0740 0.2935 -2.9797
H 2.2136 -1.8464 -0.3242

Atomic forces in eV per Å
Pd -0.3302 0.2947 -0.0200
N 0.0252 0.0185 -0.0408
C -0.1554 -0.0511 0.0017
C -0.0064 -0.0089 0.0106
C 0.0528 0.0168 0.0147
C -0.0311 -0.0331 0.0333
C -0.0452 0.0202 -0.0440
N 0.1239 0.0650 -0.1092
C 0.1346 0.0542 0.1197
C -0.0234 -0.0115 -0.0129
C -0.0485 -0.0124 -0.0079
C 0.0068 0.0052 0.0476
C 0.0483 -0.0373 -0.0029
N 0.0356 -0.0570 -0.1097
H -0.0160 -0.0013 0.0205
H 0.0025 0.0020 -0.0060
H -0.0021 0.0037 -0.0050
H -0.0016 -0.0035 0.0068
H 0.0001 -0.0137 -0.0139
H 0.0002 0.0186 -0.0066
H 0.0024 0.0054 -0.0044
H 0.0002 -0.0138 0.0030
H 0.0082 0.0148 -0.0138
Br 0.0388 0.0375 0.0430
C -0.0168 0.0052 0.0476
C 0.0398 0.0021 0.0154
C -0.1327 0.0211 -0.1091
C 0.1727 0.0113 0.1817
N 0.0475 -0.1234 0.1893
C -0.0901 -0.0760 -0.1751
H 0.0114 0.0098 -0.0046
H 0.0029 -0.0201 -0.0110
H -0.0071 -0.0570 -0.0047
H 0.0046 -0.0132 -0.0127
I 0.0043 -0.0948 -0.0013
C -0.0362 0.1061 0.0157
C -0.0285 -0.0293 -0.0109
N 0.0564 0.1785 0.0249
N 0.2553 -0.2869 -0.0584
C -0.0384 0.0438 -0.0048
H 0.0195 -0.0019 -0.0030
H -0.0687 0.0079 0.0205
H -0.0156 0.0037 -0.0033


[2]
This record from the OMol25 dataset describes a structure of composition C47H39AsCl2N5O15SYb in a non-equilibrium geometry. The level of theory is wB97M-V/def2-TZVPD.

Computed properties:
* LUMO energy: 0.127 Ha
* total charge: -2
* ⟨S²⟩: 0.7509
* DFT total energy: -215781.79004 eV
* spin multiplicity: 2

Geometry (Å):
Yb 0.0021 -1.3305 -1.5220
O -2.4317 -0.5122 -5.1760
Cl -1.3594 0.0095 -4.3813
O -1.4881 1.4185 -4.2440
O -1.4713 -0.6338 -3.0538
O -0.0900 -0.3358 -4.9549
C 0.2532 5.4835 3.1702
O 0.6564 4.1848 2.7767
C 1.6451 4.0768 1.8204
C 2.3145 5.1840 1.3193
C 3.3603 5.0515 0.4147
C 3.7497 3.7848 0.0227
C 3.0711 2.6825 0.5144
C 1.9899 2.7866 1.3793
N 1.4367 1.6016 1.8360
C 0.1269 1.2966 2.2298
N -0.9119 2.1513 1.7791
C -1.6330 1.9309 0.5950
C -2.0693 0.6641 0.1559
C -2.8327 0.6016 -1.0022
C -3.1897 1.7323 -1.7120
C -2.8104 2.9778 -1.2415
C -2.0541 3.0823 -0.0866
O -1.7081 4.3096 0.4683
C -2.6908 5.3275 0.3740
N -0.0122 0.2986 2.9694
C -1.3223 -0.0572 3.4190
C -2.9296 -1.5136 3.1628
C -3.9691 -1.2736 4.2062
C -3.9163 -0.3063 5.1148
C -2.8784 0.7261 5.2716
C -1.7483 0.8523 4.5685
O -0.8338 1.8238 4.7796
C -1.0480 2.7676 5.8032
H -0.5632 5.3433 3.8710
H -0.1066 6.0699 2.3269
H 1.0767 6.0142 3.6720
H 2.0087 6.1659 1.6516
H 3.8576 5.9383 0.0415
H 4.5586 3.6460 -0.6765
H 3.3652 1.6958 0.2072
H 1.9085 0.7515 1.5400
H -0.6716 3.1232 1.9104
H -3.1914 -0.3697 -1.3187
H -3.7575 1.6386 -2.6219
H -3.0871 3.8711 -1.7851
H -2.3989 6.1159 1.0734
H -3.6758 4.9447 0.6489
H -2.7454 5.7581 -0.6322
H -3.1808 -2.3641 2.5359
H -4.8171 -1.9500 4.2353
H -4.7353 -0.2381 5.8318
H -3.0800 1.4586 6.0455
H -0.1588 3.3890 5.8272
H -1.1781 2.2741 6.7718
H -1.9313 3.3845 5.6096
O 0.3525 -4.5722 -2.1712
As -1.2032 -3.9205 -2.6189
O -2.2451 -5.1569 -2.5204
O -1.5648 -2.7308 -1.4963
C -1.1631 -3.4167 -4.5178
C -2.3280 -3.7205 -5.2276
C -2.3969 -3.5476 -6.5980
C -1.2857 -3.0652 -7.2899
C -0.1209 -2.7610 -6.6080
C -0.0648 -2.9321 -5.2261
S 1.4835 -2.6598 -4.3886
O 1.9734 -4.0038 -4.1570
O 2.3596 -1.8493 -5.1666
O 1.1555 -2.0423 -3.0921
H 1.0096 -4.5407 -2.8944
H -3.1770 -4.1227 -4.6825
H -3.3064 -3.7838 -7.1187
H -1.3232 -2.9400 -8.3629
H 0.7295 -2.3580 -7.1382
Cl 7.0742 0.4828 -2.7083
C 5.4728 0.1788 -2.0945
C 5.3422 -0.3320 -0.8019
C 4.1011 -0.5444 -0.2649
C 2.9243 -0.1769 -0.9816
O 1.7761 -0.2420 -0.4149
C 3.0956 0.2964 -2.3061
C 1.9194 0.6913 -3.0647
O 0.7926 0.7099 -2.6001
C 4.3690 0.4660 -2.8526
H 6.2263 -0.5657 -0.2220
H 3.9716 -0.9500 0.7325
H 2.0585 1.0062 -4.1171
H 4.4868 0.8456 -3.8628
C -2.4689 -0.2521 2.4066
C -1.9687 -0.5974 0.9944
N -0.7041 -1.2853 0.7909
C -0.2304 -2.2123 1.6325
C -0.5798 -2.4425 2.9889
C -1.5030 -1.5700 3.7610
C -0.0749 -3.5511 3.6866
C 0.8360 -4.4144 3.1790
C 1.3458 -4.1555 1.8794
C 2.3601 -4.9493 1.3149
C 2.8727 -4.6336 0.0974
C 2.3307 -3.5287 -0.5818
N 1.3406 -2.8196 -0.1130
C 0.8402 -3.0760 1.1335
H -3.2080 0.5462 2.3428
H -2.7831 -1.2243 0.5888
H -1.4533 -1.8219 4.8226
H -0.4344 -3.6972 4.7031
H 1.2055 -5.2690 3.7437
H 2.7355 -5.8094 1.8652
H 3.6586 -5.2075 -0.3719
H 2.6840 -3.2758 -1.5728

Atomic forces in eV per Å
Yb 0.3688 2.2694 3.1256
O -0.0372 -0.0332 -0.0386
Cl -0.1963 -0.0766 -0.6082
O -0.0794 0.4420 0.1207
O -0.1639 0.2403 -0.7517
O -0.2130 0.4579 -0.1015
C 0.3268 -0.2745 0.1264
O 0.0232 0.1316 0.0177
C -0.0380 0.1516 -0.0125
C -0.1609 0.0388 0.0985
C -0.0251 0.1301 0.0441
C -0.1479 0.0128 0.1294
C 0.1704 0.2449 -0.3002
C -0.0993 -0.1975 0.1457
N -0.0483 -0.0881 0.0523
C 0.2009 0.6501 -0.0835
N -0.1891 -0.1092 0.0750
C 0.1878 0.0584 0.2232
C 0.0914 0.5443 -0.0081
C -0.2500 -0.0496 0.1248
C 0.0551 0.0748 0.1010
C -0.0012 0.0708 -0.0270
C -0.1851 -0.2406 -0.1637
O -0.0156 0.0044 0.0125
C 0.2355 -0.0718 -0.0329
N -0.0093 -0.3303 0.4070
C -0.0030 0.0910 0.2987
C -0.1721 0.0372 0.2447
C -0.0978 -0.2521 -0.3091
C 0.0362 0.5517 0.3587
C -0.5389 -0.0438 0.3851
C 0.2787 -0.2027 -0.3918
O 0.0571 0.3149 0.2864
C -0.1461 -0.3167 -0.0550
H -0.0667 -0.0554 0.0912
H 0.0084 0.0620 -0.1762
H -0.1654 -0.0437 -0.1160
H 0.0891 0.0465 -0.0541
H 0.0022 -0.0311 -0.0244
H 0.1340 -0.0595 -0.0744
H 0.0841 -0.0311 -0.0235
H 0.0045 0.1653 -0.0556
H -0.0845 -0.0192 -0.0375
H 0.0287 0.0089 -0.0454
H -0.0520 0.0302 -0.1437
H -0.0341 0.0225 -0.0122
H 0.0019 -0.0996 -0.0715
H -0.0461 -0.0334 0.0006
H 0.0285 -0.0506 0.0656
H -0.0375 -0.0622 -0.1021
H -0.0020 -0.0113 -0.0168
H 0.1383 -0.0004 -0.0915
H 0.0167 -0.0634 -0.0173
H 0.0692 0.0667 -0.0267
H 0.0258 0.0107 0.0276
H -0.0326 0.0075 -0.0651
O -0.1253 -0.0074 0.0718
As -1.0778 -1.9913 -0.0805
O -0.7775 -0.4494 -0.2806
O 0.2319 -0.1423 -0.3329
C 0.3710 0.0886 -0.1390
C -0.0695 -0.0960 0.2803
C 0.5796 0.2061 0.1174
C -0.1444 -0.1889 0.2459
C -0.0953 -0.0230 0.1603
C -0.1739 -0.1074 -0.0469
S 0.3016 -0.5937 -0.6791
O 0.4169 -0.6942 -0.0302
O 0.2101 0.5902 -0.6254
O 0.3694 -0.2338 -0.3924
H 0.0400 -0.0131 -0.0669
H 0.1442 0.0257 0.0083
H -0.2511 -0.0599 -0.1705
H -0.0277 0.0672 -0.0800
H 0.1232 0.0020 0.0944
Cl 0.3107 0.0289 -0.1948
C 0.0117 0.0722 0.0070
C -0.0396 -0.1910 0.1826
C -0.0105 0.0795 -0.0313
C -0.4106 -0.1617 0.4489
O 0.4125 -0.0915 -0.0424
C -0.1487 0.0962 -0.4594
C 0.3569 0.2472 0.0409
O -0.2067 0.0274 -0.0432
C 0.0689 0.0295 -0.0669
H 0.0587 -0.0044 -0.0637
H 0.0301 0.0203 -0.0234
H 0.1455 0.0273 0.1556
H -0.0833 -0.0365 0.0417
C -0.0765 -0.1718 -0.1808
C -0.1129 -0.1028 0.0332
N -0.0948 0.0122 -0.2654
C -0.0390 0.0044 0.1316
C 0.0816 -0.2344 -0.1603
C 0.1925 0.1758 -0.0553
C -0.2380 0.3430 0.2794
C 0.5398 -0.5475 -0.3005
C -0.2061 -0.1125 0.6101
C 0.1709 -0.1801 0.0166
C 0.1508 0.2839 -0.2058
C 0.1101 -0.2593 -0.0547
N -0.5352 -0.1162 0.2868
C 0.1136 0.1100 -0.4733
H -0.0052 0.0449 -0.0125
H 0.1575 -0.1244 -0.0036
H -0.0227 0.0465 -0.0357
H 0.0265 -0.0007 -0.0365
H -0.0584 0.1593 -0.0893
H -0.0886 0.0979 0.0214
H 0.0387 -0.0481 0.0111
H 0.0294 0.0073 -0.0463


[3]
This record from the OMol25 dataset describes an isolated molecule of C5H11P in a non-equilibrium geometry. The level of theory is wB97M-V/def2-TZVPD.

Computed properties:
* LUMO energy (spin up / spin down): 0.002 / 0.013 Ha
* energy above the lowest of the compared OMol25 structures with the same formula, charge and spin: 358.77 kJ/mol
* DFT total energy: -14647.60418 eV

Geometry (Å):
C 0.9907 0.4828 -0.8965
C 1.1828 -1.4838 0.6827
C -0.3010 1.4290 1.5716
C 0.8761 -1.1440 -0.6905
C -1.9604 0.2037 -0.5029
P -0.5247 1.3171 -0.1813
H 1.1036 0.7942 -1.9340
H 1.8855 0.9055 -0.3964
H 2.1382 -1.5728 1.0458
H 0.3958 -1.4778 1.3447
H -1.1572 1.4819 2.1258
H 0.5992 1.9873 2.0479
H 1.4533 -1.6010 -1.5918
H -0.1023 -1.2970 -1.0098
H -2.8816 0.7579 -0.2532
H -1.8275 -0.0162 -1.5368
H -1.8703 -0.7670 0.1748

Atomic forces in eV per Å
C -0.1566 -0.6617 0.8587
C -0.7082 -0.2409 -1.8161
C 3.4527 0.6357 -1.3492
C 2.3701 1.8599 -2.6677
C 0.7948 -1.2228 2.8122
P 0.8402 0.9102 0.5733
H -0.2542 -0.3249 -0.2286
H -0.5424 -0.3040 0.0241
H 2.1208 -0.1616 0.6487
H -1.5160 -0.1357 1.5563
H -2.1998 0.0174 1.5315
H -1.5785 -1.1341 -1.1551
H -0.2110 0.5091 1.9647
H -1.8255 -0.8129 0.0477
H 0.3872 -0.4066 -0.3861
H -0.5555 -0.4102 -0.8375
H -0.4178 1.8831 -1.5769